Here is the ion C4H7BrNO with charge +1 from OMol25. Energies are from ωB97M-V/def2-TZVPD.

For the HOMO energy, the calculation gives -13.93 eV. The energy above the lowest of the compared OMol25 structures with the same formula, charge and spin is 0.0 kcal/mol. The frontier orbital gap is 10.5 eV. The value obtained for the molecular weight is 165.01 g mol⁻¹. As for the LUMO energy: -3.4395 eV. Its total energy is -2860.35334 Ha. The charge is +1.

Structure (XYZ):
```
14
C4H7BrNO ωB97M-V/def2-TZVPD
C -0.4361 1.3838 -0.2590
C -1.1813 0.3257 0.0391
C 1.0240 1.0798 -0.1251
C -0.3302 -0.8812 0.4059
N 1.0604 -0.4051 0.0585
O -0.5202 -2.0104 -0.3612
Br -3.0517 0.1492 0.0411
H -0.7903 2.3562 -0.5451
H 1.5955 1.3855 -1.0032
H 1.4441 1.5784 0.7531
H -0.3956 -1.0969 1.4860
H 1.2697 -0.8861 -0.8303
H 1.7619 -0.7067 0.7406
H -1.4501 -2.2721 -0.4004
```

=====

Here is an isolated molecule of C4H7Cl from OMol25. Energies are from ωB97M-V/def2-TZVPD.

For the HOMO energy, the calculation gives -10.06 eV. The energy above the lowest of the compared OMol25 structures with the same formula, charge and spin is 90.8 kcal/mol. The frontier orbital gap is 11.0 eV. The value obtained for the molecular weight is 90.55 g mol⁻¹. As for the LUMO energy: 0.9749 eV. Its total energy is -616.63287 Ha.

Structure (XYZ):
```
12
C4H7Cl ωB97M-V/def2-TZVPD
C -1.4612 -0.2995 0.6179
C -0.2083 0.3112 -0.1485
C 1.1948 0.2350 0.3744
C 0.8198 -0.4257 -0.9504
H -1.5352 0.7084 1.4466
H -1.5467 -1.3290 1.2836
H -2.5707 -0.1442 -0.0667
H 1.8917 1.0875 0.1699
H 1.6090 -0.1866 1.1578
H 1.0590 -1.4540 -1.1586
H 1.6357 -0.0878 -1.8100
Cl -0.8880 1.5849 -0.9160
```

=====

Here is a cluster of 2 separate species, C4H7Cl2NOS in total from OMol25. Energies are from ωB97M-V/def2-TZVPD.

For the HOMO energy (alpha / beta), the calculation gives -7.34 / -7.93 eV. The energy above the lowest of the compared OMol25 structures with the same formula, charge and spin is 51.0 kcal/mol. The frontier orbital gap (alpha / beta) is 6.9 / 8.3 eV. The value obtained for the molecular weight is 188.08 g mol⁻¹. As for the LUMO energy (alpha / beta): -0.4209 / 0.3906 eV. Its total energy is -1605.06722 Ha.

Structure (XYZ):
```
16
C4H7Cl2NOS ωB97M-V/def2-TZVPD
C -0.1228 1.0568 -0.1096
C 2.2372 0.9585 -0.1252
C 0.8978 -1.1122 -0.3863
C -2.5919 -0.2274 0.0512
N 0.9257 0.3146 -0.1776
O -0.4679 2.1816 0.0022
S -2.5327 -1.5183 1.2911
Cl -2.7909 -0.9410 -1.5406
Cl -3.7363 1.0499 0.3498
H 2.9290 0.3225 0.4239
H 2.6225 1.1270 -1.1337
H 2.1496 1.9191 0.3832
H 1.3697 -1.6176 0.4596
H -0.1308 -1.4500 -0.4797
H 1.4494 -1.3625 -1.2933
H -2.2076 -0.7011 2.2851
```

=====

Here is an isolated molecule of C4H7Cl2P from OMol25. Energies are from ωB97M-V/def2-TZVPD.

For the HOMO energy, the calculation gives -7.49 eV. The energy above the lowest of the compared OMol25 structures with the same formula, charge and spin is 13.6 kcal/mol. The frontier orbital gap is 8.0 eV. The value obtained for the molecular weight is 156.98 g mol⁻¹. As for the LUMO energy: 0.5130 eV. Its total energy is -1418.33472 Ha.

Structure (XYZ):
```
14
C4H7Cl2P ωB97M-V/def2-TZVPD
C 0.7969 -0.8500 -2.1081
C 0.5476 -0.5335 -0.8393
C -0.9822 0.7953 1.7084
C 1.4837 -0.1803 0.1982
P 0.7708 0.1672 1.6987
Cl 0.6060 -1.3042 3.2080
Cl 1.8606 1.4739 2.7032
H -0.0172 -1.0313 -2.7875
H 1.7883 -0.9398 -2.5061
H -0.4940 -0.4646 -0.5435
H -1.6429 0.0290 1.3192
H -1.0375 1.7094 1.1245
H -1.2268 0.9912 2.7513
H 2.5442 -0.3125 0.1007
```

=====

Here is an isolated molecule of C4H7ClFN from OMol25. Energies are from ωB97M-V/def2-TZVPD.

For the HOMO energy, the calculation gives -9.64 eV. The energy above the lowest of the compared OMol25 structures with the same formula, charge and spin is 71.7 kcal/mol. The frontier orbital gap is 10.3 eV. The value obtained for the molecular weight is 123.56 g mol⁻¹. As for the LUMO energy: 0.6573 eV. Its total energy is -771.28413 Ha.

Structure (XYZ):
```
14
C4H7ClFN ωB97M-V/def2-TZVPD
C -1.3086 -0.8518 0.4841
C -0.9545 0.1151 -0.5396
C 0.4862 0.6899 -0.6121
C 1.5969 0.2108 0.1128
H -2.1946 -0.4436 0.9646
H -0.4644 -1.2556 1.1121
H -1.4651 0.0434 -1.4926
H -0.0926 1.6101 0.9186
H 1.0018 0.8099 -1.5195
H 1.5879 0.4197 1.4309
H 2.5138 0.8306 -0.3303
N -0.5688 1.4987 -0.0177
F -1.8496 -2.0499 -0.3446
Cl 1.7115 -1.6273 -0.1668
```

=====

Here is an isolated molecule of C4H7ClFN from OMol25. Energies are from ωB97M-V/def2-TZVPD.

For the HOMO energy, the calculation gives -8.89 eV. The energy above the lowest of the compared OMol25 structures with the same formula, charge and spin is 17.6 kcal/mol. The frontier orbital gap is 9.9 eV. The value obtained for the molecular weight is 123.56 g mol⁻¹. As for the LUMO energy: 1.0340 eV. Its total energy is -771.37032 Ha.

Structure (XYZ):
```
14
C4H7ClFN ωB97M-V/def2-TZVPD
C 0.6586 -0.6881 -0.2692
C 0.3540 0.6964 0.3569
C 0.2673 0.8098 1.8269
C -1.2426 1.0586 1.6936
H 1.7111 -1.0672 -0.0988
H 1.0546 1.4351 -0.0774
H 0.8221 1.7022 2.1305
H 0.6894 -0.0087 2.4231
H -1.7590 0.2473 2.1700
H -1.6368 1.9114 2.1074
H -1.6920 0.7241 -0.3580
N -1.0310 1.1101 0.2655
F -0.2497 -1.4887 0.2075
Cl 0.5912 -0.6221 -1.9807
```